# 1
C18H24IrN4OS2Se2 as an isolated structure, computed with ωB97M-V/def2-TZVPD.

Geometry as XYZ:
```
52
Properties=species:S:1:pos:R:3
Ir -0.304 0.314 0.742
Se -2.417 -1.067 0.988
Se -3.554 0.880 1.666
C -2.783 1.960 0.258
C -3.595 2.972 -0.218
C -3.080 3.898 -1.117
C -1.763 3.765 -1.534
C -1.010 2.718 -1.047
N -1.499 1.815 -0.169
C -1.253 -1.665 2.431
C -1.533 -2.533 3.454
C -0.470 -2.878 4.297
C 0.792 -2.347 4.066
C 0.993 -1.469 3.009
N -0.026 -1.148 2.203
H -4.625 3.039 0.111
H -3.702 4.705 -1.485
H -1.317 4.463 -2.230
H 0.022 2.597 -1.341
H -2.528 -2.937 3.594
H -0.633 -3.560 5.122
H 1.628 -2.604 4.704
H 1.956 -1.020 2.805
C -0.484 -2.103 -3.294
C -0.926 -1.340 -2.024
N 0.246 -0.853 -1.232
C 1.085 -0.025 -2.151
C 1.621 -0.851 -3.342
N 1.010 -2.215 -3.273
C 1.458 -2.916 -2.026
C 1.055 -2.043 -0.816
H -0.768 -1.592 -4.211
H -0.892 -3.112 -3.321
H -1.518 -2.002 -1.398
H -1.534 -0.477 -2.292
H 1.926 0.382 -1.594
H 0.473 0.799 -2.513
H 2.703 -0.967 -3.313
H 1.346 -0.409 -4.298
H 1.315 -2.758 -4.086
H 2.536 -3.052 -2.089
H 0.987 -3.897 -2.008
H 1.942 -1.682 -0.296
H 0.461 -2.630 -0.115
C 2.980 3.718 2.712
O 1.620 3.156 2.967
C 1.074 2.278 2.258
S -0.504 1.717 2.574
S 1.705 1.432 0.849
H 3.676 3.122 3.296
H 2.921 4.736 3.080
H 3.184 3.686 1.645
```

Output
E_tot = -6696.62936 Eh
LUMO energy (alpha / beta) = -13.2005 / -15.6523 eV
molecular weight = 726.69 g/mol
ΔE to the lowest compared entry with this formula, charge and spin = 17.5 kJ/mol
net charge = +4
multiplicity = 2

---

# 2
One molecule with the formula C18H24N2O, computed with ωB97M-V/def2-TZVPD.

Geometry as XYZ:
```
45
Properties=species:S:1:pos:R:3
O 1.688 0.030 0.024
C 1.013 0.903 0.537
C -0.392 0.645 1.060
C -0.862 -0.775 0.748
C -1.172 -0.956 -0.735
C -1.730 -2.302 -1.063
C -1.817 -3.408 -0.272
N -2.397 -4.443 -0.963
C -2.695 -4.022 -2.224
C -3.286 -4.693 -3.288
C -3.464 -3.995 -4.463
C -3.066 -2.661 -4.582
C -2.481 -1.991 -3.531
C -2.288 -2.670 -2.329
N 1.479 2.172 0.661
C 0.816 3.244 1.362
C 1.021 3.223 2.889
C 2.339 2.578 3.320
C 3.569 3.097 2.568
C 3.874 2.287 1.308
C 2.828 2.449 0.205
H -0.388 0.801 2.141
H -1.083 1.364 0.616
H -1.757 -0.992 1.336
H -0.077 -1.476 1.036
H -0.252 -0.801 -1.306
H -1.890 -0.193 -1.056
H -1.507 -3.550 0.745
H -2.563 -5.365 -0.598
H -3.592 -5.725 -3.195
H -3.919 -4.486 -5.310
H -3.223 -2.151 -5.522
H -2.173 -0.960 -3.633
H -0.253 3.236 1.138
H 1.221 4.178 0.962
H 0.203 2.682 3.369
H 0.983 4.252 3.250
H 2.276 1.497 3.182
H 2.462 2.761 4.390
H 4.437 3.030 3.227
H 3.434 4.151 2.314
H 3.938 1.229 1.572
H 4.842 2.590 0.904
H 3.049 1.746 -0.601
H 2.854 3.468 -0.194
```

Output
E_tot = -885.08361 Eh
structure (SMILES) = O=C(CCCc1c[nH]c2ccccc12)N1CCCCCC1
LUMO energy = 0.8564 eV
molecular weight = 284.40 g/mol
ΔE to the lowest compared entry with this formula, charge and spin = 10.1 kJ/mol

---

# 3
A 2-piece molecular cluster, C18H24N2O4 overall, computed with ωB97M-V/def2-TZVPD.

Geometry as XYZ:
```
48
Properties=species:S:1:pos:R:3
C -6.626 -1.452 0.988
C -6.000 -0.501 -0.162
C -4.547 0.031 0.051
C -3.650 -1.238 -0.099
C -2.228 -0.918 -0.116
C -1.823 -0.110 -1.180
C -0.500 0.438 -0.789
O 0.619 -0.012 -1.191
N -0.450 1.879 -0.616
C 0.868 2.385 -0.021
C 1.869 2.867 -1.027
C 3.080 2.210 -0.506
O 4.340 2.067 -0.884
N 2.825 1.495 0.761
C 1.460 1.456 0.874
O 0.826 0.888 2.030
C 3.775 0.456 1.556
C 4.352 -0.517 0.760
C 5.851 -0.613 0.751
C 6.316 -1.675 0.189
C 5.547 -2.474 -0.909
C 4.123 -2.117 -0.805
C 3.632 -1.102 -0.157
H 2.520 -0.968 -0.163
H 3.648 -2.617 -1.899
H 6.146 -3.224 -1.413
H 7.413 -2.098 0.181
H 6.375 0.029 1.470
H 3.081 0.146 2.436
H 4.537 1.247 1.985
H 2.068 3.822 -1.377
H 1.706 2.062 -2.076
H 0.581 3.397 0.522
O -1.586 2.436 -0.300
H -1.971 2.215 0.579
H -2.420 0.967 -1.489
H -1.648 -0.739 -2.214
H -2.152 -0.065 1.172
H -1.621 -1.557 0.224
H -3.971 -1.569 -0.941
H -3.808 -2.019 0.871
H -4.604 0.803 -0.398
H -4.717 0.321 1.112
H -6.833 0.260 -0.141
H -6.338 -0.899 -1.214
H -5.984 -2.461 0.864
H -7.649 -1.767 0.779
H -6.433 -1.167 1.934
```

Output
E_tot = -1110.23075 Eh
LUMO energy = 0.1718 eV
molecular weight = 332.40 g/mol
ΔE to the lowest compared entry with this formula, charge and spin = 1622.7 kJ/mol

---

# 4
One molecule with the formula C18H24N2O5, computed with ωB97M-V/def2-TZVPD.

Geometry as XYZ:
```
49
Properties=species:S:1:pos:R:3
C 6.327 -4.818 -0.567
C 6.112 -3.712 0.456
O 4.806 -3.148 0.355
C 3.819 -3.839 0.976
O 4.005 -4.828 1.645
N 2.599 -3.303 0.742
C 2.373 -2.046 0.067
C 1.860 -1.011 1.082
N 0.671 -1.516 1.721
C -0.617 -1.076 1.597
O -1.518 -1.630 2.208
C -0.876 0.080 0.719
C -2.063 0.697 0.780
C -2.512 1.820 -0.015
C -1.745 2.413 -1.017
C -2.239 3.482 -1.736
C -3.504 4.012 -1.496
O -4.011 5.078 -2.193
C -3.227 5.668 -3.199
C -4.296 3.424 -0.489
O -5.548 3.789 -0.100
C -6.258 4.820 -0.749
C -3.780 2.348 0.222
C 0.923 -2.755 2.431
C 1.440 -3.810 1.448
H 5.647 -5.641 -0.366
H 7.349 -5.180 -0.503
H 6.144 -4.443 -1.572
H 6.792 -2.875 0.283
H 6.253 -4.105 1.469
H 1.614 -2.199 -0.709
H 3.301 -1.710 -0.392
H 2.628 -0.862 1.852
H 1.680 -0.056 0.596
H -0.123 0.385 0.011
H -2.771 0.321 1.509
H -0.759 2.044 -1.247
H -1.618 3.915 -2.503
H -3.837 6.477 -3.601
H -2.298 6.084 -2.797
H -2.995 4.960 -4.001
H -6.410 4.603 -1.808
H -7.223 4.857 -0.244
H -5.757 5.786 -0.645
H -4.410 1.921 0.987
H -0.015 -3.078 2.885
H 1.669 -2.579 3.213
H 1.736 -4.718 1.974
H 0.658 -4.046 0.719
```

Output
E_tot = -1186.00318 Eh
structure (SMILES) = CCOC(=O)N1CCN(C(=O)/C=C/c2ccc(OC)c(OC)c2)CC1
LUMO energy = 0.2842 eV
molecular weight = 348.40 g/mol
ΔE to the lowest compared entry with this formula, charge and spin = 213.5 kJ/mol

---

# 5
One molecule with the formula C18H24N2O5S, computed with ωB97M-V/def2-TZVPD.

Geometry as XYZ:
```
50
Properties=species:S:1:pos:R:3
C -2.835 1.668 3.072
C -1.605 1.196 2.319
S -1.576 -0.606 2.034
C -3.016 -0.872 0.944
C -3.069 0.050 -0.267
O -1.847 0.064 -0.980
C -1.676 -0.894 -1.920
O -2.551 -1.690 -2.189
C -0.349 -0.803 -2.518
C 0.088 -1.602 -3.522
C -0.705 -2.661 -4.211
N 1.369 -1.463 -3.988
C 2.229 -0.417 -3.661
O 3.299 -0.300 -4.215
N 1.731 0.449 -2.761
C 0.591 0.200 -1.892
C 1.064 -0.254 -0.520
C 1.137 -1.599 -0.195
C 1.572 -1.986 1.055
C 1.927 -1.029 1.987
C 1.873 0.325 1.685
O 2.215 1.302 2.591
C 2.542 0.918 3.903
C 1.453 0.723 0.403
O 1.400 2.004 -0.079
C 1.548 3.125 0.763
H -3.738 1.515 2.485
H -2.748 2.730 3.295
H -2.934 1.122 4.007
H -1.497 1.686 1.352
H -0.704 1.376 2.905
H -3.930 -0.770 1.530
H -2.909 -1.906 0.620
H -3.876 -0.290 -0.928
H -3.252 1.085 0.029
H -0.798 -2.421 -5.270
H -0.194 -3.619 -4.124
H -1.694 -2.741 -3.773
H 1.687 -2.063 -4.736
H 2.354 1.183 -2.456
H 0.072 1.158 -1.765
H 0.840 -2.339 -0.921
H 1.628 -3.031 1.316
H 2.251 -1.351 2.963
H 2.709 1.849 4.443
H 3.457 0.317 3.933
H 1.725 0.364 4.377
H 0.824 3.118 1.581
H 1.360 3.985 0.120
H 2.556 3.194 1.175
```

Output
E_tot = -1584.22515 Eh
structure (SMILES) = CCSCCOC(=O)C1=C(C)NC(=O)N[C@@H]1c1cccc(OC)c1OC
LUMO energy = 0.6097 eV
molecular weight = 380.47 g/mol
ΔE to the lowest compared entry with this formula, charge and spin = 63.1 kJ/mol

---

# 6
A 2-piece molecular cluster, C18H24N3O8P overall, computed with ωB97M-V/def2-TZVPD.

Geometry as XYZ:
```
54
Properties=species:S:1:pos:R:3
C 4.392 -1.097 -0.777
C 3.855 -1.481 -2.129
O 4.390 -2.244 -2.882
O 2.683 -0.856 -2.471
C 1.507 -1.318 -1.771
C 0.529 -1.968 -2.751
C -0.823 -1.256 -2.863
C -1.571 -0.962 -1.587
C -2.126 -1.944 -0.792
P -1.918 -3.682 -1.274
O -2.352 -3.966 -2.662
C -2.896 -1.607 0.371
C -3.546 -2.633 1.266
O -4.814 -3.137 0.808
N -5.197 -2.692 -0.534
O -5.331 -3.593 -1.239
C -3.077 -0.294 0.702
C -2.531 0.736 -0.080
N -2.743 2.032 0.296
C -2.229 2.932 -0.488
C -1.468 2.606 -1.642
N -1.227 1.379 -2.001
C -1.778 0.403 -1.221
H 4.197 -0.044 -0.595
H 5.447 -1.334 -0.708
H 3.844 -1.662 -0.022
H 1.828 -2.061 -1.041
H 1.061 -0.463 -1.270
H 0.422 -3.034 -2.556
H 1.000 -1.910 -3.731
H -1.472 -1.902 -3.455
H -0.675 -0.349 -3.437
H -2.640 -4.426 -0.332
H -0.577 -4.016 -1.013
H -2.911 -3.494 1.452
H -3.750 -2.146 2.218
H -3.654 -0.023 1.575
H -2.373 3.975 -0.231
H -1.052 3.405 -2.243
C 2.448 4.356 4.569
C 3.363 3.869 3.468
O 2.982 2.568 2.990
C 1.941 2.548 2.163
O 1.323 3.502 1.767
O 1.698 1.278 1.831
C 0.558 1.110 0.984
H 2.398 3.622 5.374
H 2.817 5.298 4.975
H 1.437 4.515 4.195
H 4.377 3.743 3.843
H 3.398 4.570 2.635
H 0.640 1.748 0.107
H -0.356 1.333 1.530
H 0.551 0.068 0.680
```

Output
E_tot = -1807.74500 Eh
structure (SMILES) = CC(=O)OCCCc1c([PH2]=O)c(CON=O)cc2nccnc12.CCOC(=O)OC
LUMO energy = -0.9485 eV
molecular weight = 441.38 g/mol

---

# 7
C18H24N4O7Re as an isolated structure, computed with ωB97M-V/def2-TZVPD.

Geometry as XYZ:
```
54
Properties=species:S:1:pos:R:3
Re -0.250 0.684 0.162
O 3.740 1.416 4.529
C 4.280 0.815 3.477
O 5.380 0.352 3.484
C 3.427 0.621 2.248
C 3.927 -0.003 1.116
N 2.949 -0.033 0.196
N 1.835 0.538 0.655
C 2.107 0.932 1.901
C 0.970 1.562 2.608
O 0.950 2.009 3.705
O -0.194 1.535 1.815
H 2.821 1.699 4.394
H 4.912 -0.403 0.936
H 2.991 -0.405 -0.742
C -3.057 0.079 -0.889
N -2.388 0.985 0.090
C -3.047 0.763 1.409
C -2.579 2.410 -0.314
C -1.655 2.741 -1.464
N -0.237 2.420 -1.079
C 0.555 2.159 -2.319
C 0.378 3.596 -0.389
H -4.118 0.329 -0.936
H -2.950 -0.948 -0.548
H -2.612 0.172 -1.876
H -4.112 0.980 1.318
H -2.603 1.417 2.155
H -2.911 -0.276 1.699
H -2.358 3.026 0.559
H -3.621 2.587 -0.590
H -1.729 3.792 -1.748
H -1.897 2.145 -2.344
H 0.427 2.994 -3.011
H 0.209 1.245 -2.796
H 1.607 2.074 -2.054
H 0.425 4.424 -1.097
H 1.385 3.338 -0.069
H -0.223 3.877 0.472
O -0.336 -3.992 1.359
C -0.245 -4.154 0.044
C -0.199 -5.470 -0.432
C -0.104 -5.704 -1.781
C -0.052 -4.652 -2.720
C -0.095 -3.361 -2.278
C -0.190 -3.080 -0.887
C -0.240 -1.737 -0.454
O -0.195 -0.698 -1.278
O -0.347 -1.333 0.764
H -0.371 -3.058 1.599
H -0.244 -6.278 0.283
H -0.071 -6.726 -2.132
H 0.017 -4.872 -3.775
H -0.064 -2.533 -2.973
```

Output
E_tot = -1523.79436 Eh
LUMO energy (alpha / beta) = -8.8116 / -8.4521 eV
molecular weight = 594.62 g/mol
ΔE to the lowest compared entry with this formula, charge and spin = 0.0 kJ/mol
net charge = +2
multiplicity = 2

---

# 8
C18H24N4SSr as an isolated structure, computed with ωB97M-V/def2-TZVPD.

Geometry as XYZ:
```
48
Properties=species:S:1:pos:R:3
Sr 1.368 0.298 -1.706
C 0.933 1.939 2.694
C 0.859 1.743 1.213
N 1.773 1.143 0.538
N 2.822 0.627 1.240
C 3.845 0.198 0.520
N 4.809 -0.395 1.258
S 4.174 0.319 -1.194
C -0.293 2.293 0.441
C -1.283 3.037 1.066
C -2.343 3.529 0.324
C -2.402 3.265 -1.033
C -1.373 2.525 -1.587
N -0.342 2.058 -0.884
H 1.628 1.219 3.112
H -0.043 1.813 3.161
H 1.300 2.942 2.933
H 4.714 -0.411 2.259
H 5.673 -0.652 0.819
H -1.224 3.233 2.126
H -3.122 4.106 0.805
H -3.217 3.620 -1.647
H -1.382 2.291 -2.646
C -0.145 -1.895 -1.641
C 0.427 -2.089 -0.347
C -0.392 -1.461 0.597
C -1.517 -0.923 -0.081
C -1.378 -1.206 -1.444
C -2.386 -0.906 -2.521
C -2.635 -0.157 0.567
C -0.149 -1.360 2.075
C 1.658 -2.916 -0.076
C 0.128 -2.825 -2.803
H -3.172 -1.667 -2.570
H -1.924 -0.870 -3.512
H -2.891 0.052 -2.360
H -3.404 -0.816 0.984
H -3.135 0.506 -0.144
H -2.275 0.465 1.394
H -0.750 -2.082 2.639
H -0.409 -0.369 2.462
H 0.898 -1.539 2.324
H 1.432 -3.988 -0.068
H 2.105 -2.673 0.890
H 2.440 -2.769 -0.828
H -0.387 -3.785 -2.682
H 1.193 -3.059 -2.908
H -0.205 -2.412 -3.762
```

Output
E_tot = -1348.27345 Eh
LUMO energy = -0.3162 eV
molecular weight = 416.11 g/mol

---

Q: Among the records above, which one has the lowest molecular weight?
A: C18H24N2O

---

Q: Look up the E_tot of the sixth one.
A: -1807.74500 Eh